Record 1
C30H93N5O19 | ωB97M-V with the def2-TZVPD basis set

Cartesian coordinates (Å):
O -4.8843 -5.8709 1.0119
H -4.0297 -5.4619 0.8752
H -4.7918 -6.7492 0.6427
O 0.9127 -7.3008 6.3378
H 1.0841 -7.2162 7.2758
H 0.9210 -6.4014 6.0103
O -10.0724 -3.6416 1.3156
H -9.3177 -4.0495 1.7402
H -10.8282 -4.1154 1.6628
O -10.3982 0.6744 -1.2399
H -10.7481 1.1584 -0.4919
H -10.2194 -0.2011 -0.8969
C 7.7212 -10.6738 4.6737
C 8.0421 -10.9098 3.1982
O 9.1177 -11.8970 3.0175
O 8.4904 -9.7190 5.3486
H 7.6340 -11.6366 5.1773
H 6.8074 -10.0844 4.7488
H 8.3818 -9.9636 2.7768
H 7.1627 -11.1077 2.5855
H 9.9428 -11.4285 2.8714
H 8.1834 -8.8341 5.1384
C 3.2784 1.5416 -8.2026
C 2.2381 0.4589 -7.9549
O 1.8286 0.0488 -9.1622
O 2.6543 2.8063 -8.5591
H 3.8753 1.2479 -9.0661
H 3.9378 1.7418 -7.3581
H 1.3661 0.7115 -7.3516
H 2.7180 -0.4081 -7.5010
H 1.5523 0.8595 -9.5957
H 2.0550 3.0674 -7.8561
C -4.8981 3.0017 -8.4717
C -4.3150 4.4286 -8.7721
O -4.9480 5.4545 -7.9934
O -4.8787 2.8603 -7.0463
H -4.4217 2.1534 -8.9632
H -5.9413 2.8692 -8.7585
H -4.3890 4.7470 -9.8119
H -3.2495 4.5061 -8.5553
H -5.5465 5.0612 -7.3541
H -5.6235 3.3265 -6.6596
C -4.8685 2.6570 6.2643
C -5.1587 1.1663 6.1056
O -4.2403 0.3436 6.7529
O -4.6109 2.9842 7.6558
H -5.7067 3.2585 5.9124
H -4.0426 2.9753 5.6282
H -5.4153 0.8729 5.0877
H -6.1181 0.9601 6.5801
H -4.5737 -0.5357 6.5600
H -3.8736 2.4721 7.9962
C 2.3349 1.9312 8.1694
C 1.7514 2.8552 9.2112
O 0.6086 2.3151 9.9329
O 1.3193 1.8127 7.1563
H 2.4390 0.8869 8.4640
H 3.2529 2.2933 7.7066
H 1.4176 3.7623 8.7073
H 2.5011 3.1352 9.9512
H 0.9712 1.7508 10.6198
H 0.5177 1.4871 7.5722
C -7.5349 9.5965 -0.9852
C -6.2571 9.0172 -0.3894
C -5.7497 9.5855 0.9123
O -5.5392 10.9207 0.6868
C -4.8518 11.5001 1.8126
N -6.5302 7.5860 -0.1734
H -8.4564 9.3735 -0.4474
H -7.5507 9.2354 -2.0135
H -7.2993 10.6593 -1.0409
H -5.4754 9.1071 -1.1437
H -4.8703 9.0328 1.2428
H -6.5207 9.4928 1.6772
H -5.4648 11.5542 2.7123
H -4.5190 12.5265 1.6586
H -3.9295 10.9347 1.9460
H -5.6371 7.3242 0.2192
H -7.2057 7.6109 0.5770
C -2.3209 -6.6817 -6.0769
C -2.9527 -6.5833 -7.4710
C -4.0149 -5.4526 -7.4283
O -4.8126 -5.5929 -6.2553
C -6.0349 -4.8497 -6.2026
N -1.9694 -6.3955 -8.4465
H -3.0460 -7.0887 -5.3721
H -1.7827 -5.7523 -5.8905
H -1.4233 -7.2968 -6.0124
H -3.5147 -7.4918 -7.6877
H -4.5839 -5.4559 -8.3580
H -3.6265 -4.4358 -7.3696
H -6.4493 -5.1280 -5.2336
H -6.6601 -5.0432 -7.0742
H -5.7636 -3.7940 -6.2005
H -2.3864 -6.1235 -9.3252
H -1.5767 -5.4986 -8.1985
C 9.4994 -2.8883 3.4967
C 9.3917 -2.7535 4.9945
C 9.4584 -1.3358 5.5259
O 10.3749 -0.4436 4.8471
C 11.7061 -0.6831 5.2587
N 8.2052 -3.4303 5.4957
H 9.4212 -3.9400 3.2211
H 10.4149 -2.4163 3.1400
H 8.6830 -2.3542 3.0105
H 10.2580 -3.2926 5.3781
H 9.4855 -1.2180 6.6092
H 8.5904 -0.7506 5.2222
H 11.7222 -0.5633 6.3420
H 12.3463 -0.0028 4.6970
H 11.8841 -1.7192 4.9709
H 7.4604 -3.0245 4.9473
H 8.0257 -3.1451 6.4478
C 0.7577 4.8803 -2.2853
C 2.0455 5.6560 -2.3463
C 3.2048 4.7262 -2.0239
O 3.0949 4.4430 -0.6199
C 4.0189 3.4666 -0.1738
N 2.1861 6.1995 -3.7271
H 0.6180 4.3850 -1.3244
H 0.6474 4.1327 -3.0708
H -0.0307 5.6170 -2.4397
H 2.1200 6.5241 -1.6914
H 4.2415 5.0302 -2.1687
H 3.0503 3.7867 -2.5545
H 4.1414 2.6535 -0.8893
H 3.6183 3.0088 0.7307
H 4.9758 3.9864 -0.1268
H 3.0130 6.7791 -3.7470
H 1.3455 6.7059 -3.9663
C 1.3733 -4.5595 0.7954
C 1.0688 -3.1169 1.1791
C 0.2679 -2.2410 0.1174
O -0.9925 -2.6697 0.1576
C -1.9154 -1.9218 -0.6869
N 0.5898 -3.0757 2.5543
H 2.0892 -5.0723 1.4378
H 1.7880 -4.4739 -0.2090
H 0.4580 -5.1513 0.7868
H 2.0464 -2.6359 1.1466
H 0.6121 -2.3377 -0.9123
H 0.4103 -1.2128 0.4501
H -1.9108 -0.8400 -0.5531
H -2.9529 -2.2373 -0.5773
H -1.7639 -2.0380 -1.7600
H 0.6740 -2.1152 2.8550
H -0.4172 -3.1530 2.5688

Atoms 1-2, force components in eV/Å:
O -0.216 0.107 0.109
H 0.234 0.143 -0.019

Properties
ΔE to the lowest compared entry with this formula, charge and spin = 72.4 kcal/mol
total charge = 0
lowest unoccupied orbital energy = 0.1757 eV
2S+1 = 1
gap between HOMO and LUMO = 9.59 eV

Record 2
C30H98O30 | ωB97M-V with the def2-TZVPD basis set

Cartesian coordinates (Å):
C -0.1008 2.7366 4.0617
C 0.3884 1.3316 3.8480
O -0.4167 0.4805 4.5976
O 0.7402 3.5947 3.2351
H -0.0573 3.0623 5.1063
H -1.1852 2.8821 3.7684
H 1.4407 1.2758 4.2447
H 0.4011 1.1005 2.7938
H -0.5797 -0.3918 4.2306
H 0.7066 4.4394 3.6630
C -3.4908 -0.8107 1.9924
C -4.8095 -0.8299 1.1869
O -4.6522 -1.5321 -0.0481
O -3.1507 -2.0493 2.5241
H -3.5026 -0.1844 2.8920
H -2.6884 -0.4000 1.3897
H -5.0743 0.1946 0.9830
H -5.5265 -1.3132 1.8210
H -4.7642 -0.8574 -0.7946
H -3.2637 -2.7456 1.8536
C -1.3719 3.5369 -3.7132
C -2.7946 3.0187 -3.6875
O -2.9395 1.6859 -3.3820
O -1.2423 4.9470 -3.4374
H -0.8162 3.3814 -4.6657
H -0.8766 2.9163 -2.9554
H -3.3009 3.1604 -4.6314
H -3.3559 3.5708 -2.9104
H -2.1924 1.0903 -3.6106
H -1.9888 5.0918 -2.7518
C 3.3889 1.3499 -1.6713
C 3.1578 1.5593 -3.1353
O 1.8695 2.0951 -3.4339
O 2.4495 0.4836 -1.0892
H 3.1727 2.3458 -1.2673
H 4.4269 1.1413 -1.4765
H 3.1961 0.6396 -3.7857
H 3.8760 2.3525 -3.4749
H 1.5615 2.6268 -2.6386
H 2.7958 -0.4530 -1.2612
C 2.5364 -7.2870 4.7227
C 2.5521 -5.8313 4.5874
O 2.2942 -5.2228 5.8687
O 1.3729 -7.7398 5.4319
H 3.5049 -7.7140 5.1361
H 2.4454 -7.7203 3.7317
H 1.8666 -5.6815 3.7745
H 3.5241 -5.4607 4.2198
H 3.0225 -4.7084 6.2086
H 1.4665 -7.4133 6.3460
C 1.8184 5.3009 0.4836
C 1.8022 5.1235 -0.9530
O 1.0115 3.9597 -1.3908
O 0.5165 5.4371 0.9682
H 2.4394 6.1504 0.6983
H 2.3512 4.4594 0.9806
H 2.7514 4.9906 -1.4301
H 1.4919 6.0399 -1.4634
H 0.0791 4.2510 -1.6587
H 0.1388 4.5953 1.1862
C -6.2761 0.9432 -2.3545
C -6.5687 1.7806 -1.0966
O -5.7653 2.9617 -1.0082
O -5.0765 0.2066 -2.2410
H -6.1199 1.7152 -3.1330
H -7.1154 0.2631 -2.4732
H -6.3746 1.1956 -0.2462
H -7.6163 2.0962 -1.0332
H -5.4718 3.0780 -0.0980
H -4.3501 0.6994 -2.7162
C 3.5233 2.1036 2.1558
C 4.9998 1.7488 1.8966
O 5.7995 2.9226 1.7149
O 3.5117 3.1711 3.1129
H 3.0694 1.1156 2.5463
H 3.0576 2.4207 1.1979
H 5.1039 1.1495 1.0115
H 5.4922 1.1847 2.7522
H 5.4682 3.5173 2.4136
H 2.5653 3.4190 3.2345
C -0.5735 -0.7646 -0.4123
C 0.3172 -1.9767 -0.4047
O 0.5718 -2.4129 0.9569
O -0.0069 0.2758 0.3454
H -1.5680 -0.9374 0.0472
H -0.7577 -0.5456 -1.4504
H 1.2829 -1.7736 -0.9814
H -0.3111 -2.8356 -0.7858
H 0.4741 -1.6219 1.5316
H 0.7011 0.6292 -0.2389
C -0.5367 -0.4007 -5.2189
C 0.0850 -1.7354 -4.6652
O 0.3688 -2.6576 -5.7310
O -0.5858 0.6018 -4.1921
H -1.6238 -0.4967 -5.4616
H -0.0482 0.0045 -6.0911
H -0.6389 -2.2267 -3.9281
H 1.0059 -1.5050 -4.1659
H 0.9957 -3.3460 -5.4341
H 0.3083 0.9290 -3.9124
C -2.5531 2.9731 -0.0023
C -2.9286 4.4837 -0.0076
O -1.8982 5.2965 -0.6015
O -1.5120 2.7061 0.9401
H -2.3162 2.6249 -1.0009
H -3.4994 2.4303 0.1878
H -3.0936 4.7017 1.0581
H -3.8647 4.6737 -0.5409
H -1.2002 5.4603 0.0679
H -1.2585 1.7625 0.8391
C -4.5357 3.3033 2.9673
O -5.5745 3.3383 2.0170
H -4.8059 2.7393 3.8567
H -3.6305 2.8906 2.5228
H -4.1676 4.2825 3.3345
H -6.4296 3.5101 2.4918
C 5.5190 5.0171 -2.9192
O 5.5304 5.9576 -3.9694
H 5.0915 5.3846 -1.9356
H 5.0575 4.0276 -3.1605
H 6.5311 4.7538 -2.5475
H 4.6791 6.4062 -3.9901
C 3.6695 -5.3024 -0.4374
O 3.3394 -3.8769 -0.2120
H 3.8546 -5.4000 -1.4891
H 4.4953 -5.6754 0.2511
H 2.7826 -5.9107 -0.1033
H 2.8425 -3.7807 0.5976
C 1.2646 -4.7303 -3.2769
O 2.2676 -4.2862 -4.1496
H 1.7450 -5.2314 -2.4512
H 0.6613 -3.9009 -2.8636
H 0.6336 -5.4252 -3.8335
H 2.5597 -3.3730 -3.9328
C 4.9626 -1.6504 -1.9359
O 3.5434 -1.8411 -2.0127
H 5.4177 -0.9984 -2.6595
H 5.3272 -1.3475 -0.9402
H 5.4149 -2.5967 -2.2332
H 3.3126 -2.6499 -1.4417
C 0.3674 -5.6597 0.4997
O 1.3328 -5.1090 1.4233
H 0.8948 -6.1374 -0.2946
H -0.2363 -6.4620 1.0040
H -0.2185 -4.8642 0.0442
H 1.0386 -4.1665 1.4876
C -0.3832 -3.0600 4.9069
O -0.5367 -2.1631 3.8118
H 0.6869 -3.1431 5.1868
H -0.9691 -2.8581 5.8394
H -0.7365 -4.0781 4.6339
H -1.4207 -2.3580 3.4888
C -4.6346 -4.8953 0.8478
O -3.5452 -4.0213 0.4298
H -4.2687 -5.9168 0.6013
H -4.8233 -4.8544 1.9306
H -5.5323 -4.7387 0.3046
H -3.9819 -3.2101 0.1094

Atoms 1-2, force components in eV/Å:
C -0.976 0.876 -0.704
C 0.925 -0.169 0.978

Properties
total charge = 0
lowest unoccupied orbital energy = 0.3356 eV
2S+1 = 1
gap between HOMO and LUMO = 10.28 eV

Record 3
C31H18F5NO9RuS2Sb | ωB97M-V with the def2-TZVPD basis set

Cartesian coordinates (Å):
Ru 14.1807 10.8021 12.9658
O 12.5770 8.2569 19.5726
C 13.4158 9.0981 19.1886
O 14.0694 9.8862 19.9769
C 13.6800 9.3686 17.7372
C 14.7133 10.3199 17.3810
C 14.8226 10.8057 16.0953
N 14.1937 10.3028 15.0075
C 13.3602 9.2410 15.4000
C 12.9857 8.8194 16.6964
C 12.7502 8.5688 14.2372
O 11.9814 7.5951 14.3583
O 13.2155 9.0478 13.1165
H 15.4256 10.6587 18.1229
H 15.4870 11.6244 15.8863
H 12.1810 8.0711 16.8684
S 12.7991 12.2231 13.4856
Sb 11.3429 11.2832 11.5741
C 11.6213 9.7418 10.0702
C 11.7858 8.3962 10.4204
C 11.8106 7.4545 9.4038
C 11.6420 7.7957 8.0849
C 11.4795 9.1319 7.7432
C 11.5869 10.0930 8.7310
C 10.1380 12.9351 10.8818
C 8.7657 12.8179 11.1017
C 7.9257 13.6873 10.4250
C 8.3735 14.6720 9.6003
C 9.7449 14.7781 9.4021
C 10.6588 13.9303 10.0780
C 9.8868 10.7041 13.1428
C 9.4821 11.7774 13.9552
C 8.7627 11.4909 15.1036
C 8.3605 10.1902 15.3951
C 8.7150 9.1537 14.5500
C 9.5152 9.3819 13.4361
H 11.9818 8.1381 11.4643
H 12.0085 6.4205 9.6995
H 11.6555 6.9766 7.3224
H 11.2649 9.4553 6.7435
H 11.6597 11.1320 8.4734
H 8.3114 11.9849 11.6510
H 6.8434 13.6111 10.6548
H 7.6784 15.3164 9.0699
H 10.0940 15.6276 8.8710
H 11.7328 14.0926 9.9586
H 9.7776 12.8293 13.7425
H 8.5013 12.2982 15.7610
H 7.6836 10.0274 16.2466
H 8.4637 8.1138 14.8238
H 9.9162 8.5286 12.8746
O 15.0851 12.0108 9.3195
S 14.3138 11.6796 10.4817
O 14.9313 12.3320 11.7379
O 14.1034 10.2109 10.9671
O 12.8353 12.2288 10.4046
F 18.8214 5.2684 13.6118
C 18.1586 6.4451 13.4582
C 18.7018 7.6612 13.9326
F 19.8843 7.6334 14.5881
C 18.0681 8.8844 13.7498
F 18.6328 10.0087 14.1578
C 16.7661 8.9658 13.1172
O 16.2496 10.1391 12.9020
C 16.2530 7.7003 12.6718
F 15.1109 7.7133 11.9927
C 16.9581 6.5148 12.7806
F 16.3740 5.4230 12.2209

Atoms 1-2, force components in eV/Å:
Ru 3.611 -0.362 1.301
O 0.217 -0.070 -1.259

Properties
ΔE to the lowest compared entry with this formula, charge and spin = 0.0 kcal/mol
total charge = -2
lowest unoccupied orbital energy (alpha / beta) = 3.8729 / 3.1934 eV
2S+1 = 6
gap between HOMO and LUMO (alpha / beta) = 5.10 / 6.42 eV

Question: Look up the total charge of the second one.
Answer: 0